{
  "formula": "C4H5NO",
  "method": "ωB97M-V with the def2-TZVPD basis set",
  "symbols": ["H", "C", "H", "C", "C", "H", "C", "O", "H", "N", "H"],
  "positions_angstrom": [[3.304920, 0.061696, 0.690125], [-1.817985, 0.156015, 0.595019], [-2.720780, -0.582835, 0.410437], [-0.188231, 0.944729, -0.905391], [2.626800, -0.551729, 0.168144], [-2.129660, 1.187847, 0.546824], [1.805408, -1.244153, -0.349705], [-0.896952, -0.102301, -0.506762], [-1.247855, -0.191374, 1.513506], [0.340266, 1.882959, -1.335272], [0.924065, -1.560849, -0.826924]],
  "atomic_forces_ev_per_a": [[0.37, 0.29, 0.02], [-1.97, -2.56, 1.20], [1.83, 1.70, 0.48], [0.82, -6.71, 1.20], [3.36, 2.52, 2.24], [-0.10, 0.13, 0.48], [-3.18, -1.66, -1.84], [-0.37, 1.79, -1.13], [-0.92, 0.85, -0.88], [0.73, 4.12, -1.15], [-0.57, -0.45, -0.64]],
  "mulliken_spin": [0.0039, 0.0988, 0.0187, 1.0380, 0.4952, 0.0191, 0.3747, -0.3211, 0.0170, 0.3182, -0.0626],
  "spin_multiplicity": 3,
  "orbital_gap_ev": [4.18, 4.66],
  "de_lowest_kcal_mol": 154.1,
  "total_charge": 0,
  "s2": 2.010,
  "e_tot_ha": -284.99864
}

{
  "formula": "C4H5NO2",
  "method": "ωB97M-V with the def2-TZVPD basis set",
  "symbols": ["H", "O", "C", "O", "H", "H", "H", "N", "C", "C", "C", "H"],
  "positions_angstrom": [[1.125836, 2.498556, -0.096632], [-1.781322, -1.685909, -0.940381], [-0.207787, 0.232535, -0.771286], [0.729406, -0.341360, 1.172620], [-0.271171, -2.156159, 1.538370], [1.781108, 1.849680, 1.288885], [-0.398951, 0.749824, -1.701630], [1.525868, 1.671274, 0.326138], [0.683701, 0.577120, 0.196095], [-0.193406, -1.326520, 0.854956], [-0.790750, -0.996752, -0.314085], [-2.202534, -1.072289, -1.553048]],
  "atomic_forces_ev_per_a": [[0.14, -0.07, 0.05], [-0.01, 0.05, -0.11], [0.04, 0.06, 0.03], [0.06, 0.14, -0.07], [-0.03, 0.16, -0.11], [0.01, -0.05, -0.08], [-0.03, -0.02, 0.17], [-0.08, 0.00, 0.06], [-0.13, 0.01, -0.10], [-0.18, -0.13, -0.14], [0.23, 0.06, 0.29], [-0.03, -0.22, 0.00]],
  "mulliken_charge": [0.2522, -0.5357, -0.4557, -0.3787, 0.4516, 0.2664, 0.3641, -0.5439, 0.1585, -0.7447, 0.8585, 0.3074],
  "smiles": "Nc1cc(O)co1",
  "orbital_gap_ev": 8.51,
  "de_lowest_kcal_mol": 26.0,
  "total_charge": 0,
  "e_tot_ha": -360.62796
}

{
  "formula": "C4H5NO2",
  "method": "ωB97M-V with the def2-TZVPD basis set",
  "symbols": ["C", "O", "H", "H", "N", "C", "C", "O", "H", "H", "C", "H"],
  "positions_angstrom": [[-0.685164, -1.558595, -0.303954], [-0.622147, 1.704214, -0.711155], [1.022436, 1.342231, 0.307748], [0.533743, 0.931958, -2.245587], [-1.379128, -2.388949, -0.714686], [-0.040095, -0.461458, 0.417280], [0.270885, -0.674557, 1.721360], [1.102013, 0.422700, -1.639447], [0.831897, 0.087633, 2.226232], [-1.445440, 1.335194, -0.933804], [0.478236, 0.814803, -0.454065], [-0.067237, -1.555174, 2.330078]],
  "atomic_forces_ev_per_a": [[-1.05, 0.22, 0.37], [2.65, 0.90, 0.36], [1.14, 0.51, -0.37], [0.68, -0.36, -0.49], [0.81, 0.58, 0.02], [1.25, -0.50, -0.43], [-0.86, -0.12, -1.03], [-0.89, 0.89, 0.65], [0.18, 0.25, 0.33], [-1.46, -1.44, -0.39], [-2.84, -1.87, 1.97], [0.40, 0.93, -0.99]],
  "mulliken_charge": [0.1492, -0.5371, 0.2918, 0.3341, -0.4539, 0.5101, -0.8710, -0.4646, 0.2573, 0.3135, 0.1668, 0.3038],
  "smiles": "C=C(C#N)C(O)O",
  "orbital_gap_ev": 10.79,
  "de_lowest_kcal_mol": 48.2,
  "total_charge": 0,
  "e_tot_ha": -360.59266
}

{
  "formula": "C4H5NO2",
  "method": "ωB97M-V with the def2-TZVPD basis set",
  "symbols": ["O", "C", "H", "C", "N", "H", "O", "C", "C", "H", "H", "H"],
  "positions_angstrom": [[-2.544592, -1.120361, -0.256405], [1.592290, -0.239277, -0.513352], [-0.472391, 1.278834, -1.129669], [0.673630, 0.344084, 0.516056], [-0.701380, -0.048012, 0.566012], [1.079516, -0.681636, -1.401040], [2.793434, -0.199864, -0.411239], [-0.441129, 1.204034, -0.043329], [-1.436917, -1.161663, 0.221377], [-0.761799, 2.092913, 0.494404], [1.157378, 0.633559, 1.446126], [-0.938041, -2.102615, 0.511057]],
  "atomic_forces_ev_per_a": [[0.47, 0.05, 0.05], [0.28, 0.07, 0.10], [-0.21, -0.10, 0.11], [0.30, 0.00, 0.08], [-0.11, -0.10, 0.06], [0.14, 0.06, 0.14], [-0.64, -0.12, -0.12], [-0.13, 0.23, -0.17], [-0.13, 0.06, -0.14], [0.16, -0.13, -0.04], [-0.11, -0.09, -0.08], [-0.01, 0.08, 0.01]],
  "mulliken_charge": [-0.5114, -0.1324, 0.2570, 0.0697, -0.1102, 0.3164, -0.4622, -0.4409, 0.1044, 0.2237, 0.3495, 0.3364],
  "smiles": "O=C[C@H]1CN1C=O",
  "orbital_gap_ev": 10.70,
  "de_lowest_kcal_mol": 45.4,
  "total_charge": 0,
  "e_tot_ha": -360.59703
}

{
  "formula": "C4H5NO2",
  "method": "ωB97M-V with the def2-TZVPD basis set",
  "symbols": ["O", "C", "H", "C", "H", "H", "H", "C", "O", "C", "H", "N"],
  "positions_angstrom": [[0.349306, -0.150384, 1.335864], [-0.042918, 0.128243, -0.848343], [0.085657, 0.150614, -1.923296], [-1.222452, 0.474405, -0.098755], [-1.529615, 0.411993, 2.124153], [2.718166, -0.539208, -0.688609], [-2.474539, 0.533040, -1.516497], [-0.957677, 0.290355, 1.215178], [-2.417084, 0.872295, -0.615625], [0.850896, -0.280552, 0.094562], [2.528087, -1.009114, 0.925847], [2.092315, -0.880658, 0.024188]],
  "atomic_forces_ev_per_a": [[0.04, -0.18, -0.04], [-0.02, -0.08, 0.10], [0.00, -0.08, 0.22], [0.12, -0.16, 0.21], [0.19, -0.04, -0.24], [-0.08, 0.03, 0.10], [-0.06, 0.13, 0.11], [-0.17, 0.15, -0.17], [0.00, 0.05, -0.16], [-0.08, 0.06, -0.04], [0.03, 0.11, -0.11], [0.04, 0.01, 0.04]],
  "mulliken_charge": [-0.3824, -0.5914, 0.3610, 0.8647, 0.4437, 0.2464, 0.3114, -0.6961, -0.5421, 0.2303, 0.2537, -0.4993],
  "smiles": "Nc1cc(O)co1",
  "orbital_gap_ev": 8.49,
  "de_lowest_kcal_mol": 26.3,
  "total_charge": 0,
  "e_tot_ha": -360.62752
}

{
  "formula": "C4H5NO2",
  "method": "ωB97M-V with the def2-TZVPD basis set",
  "symbols": ["N", "C", "C", "O", "H", "H", "C", "H", "C", "H", "O", "H"],
  "positions_angstrom": [[1.188630, 0.137872, -0.501132], [-0.852483, -0.544672, -0.121479], [0.655228, 1.073886, 0.506807], [-1.426099, -0.504193, 1.173705], [-0.865789, -0.173962, -1.403010], [0.436724, 0.305652, -1.362275], [-0.825273, 0.698682, 0.640147], [0.831538, -1.583759, 0.821231], [0.543942, -1.133503, -0.136608], [0.693731, -1.851410, -0.946324], [1.185708, 2.088052, 0.854004], [-1.565862, 1.487350, 0.474932]],
  "atomic_forces_ev_per_a": [[-0.20, 0.55, -1.46], [0.27, 0.44, -1.86], [0.10, 0.58, -0.09], [-0.70, -0.02, -0.81], [-2.49, -1.67, 2.64], [2.95, 0.55, 1.64], [0.13, -0.15, 0.06], [0.07, 0.47, -0.20], [-0.36, 0.04, -0.12], [-0.01, 0.04, 0.23], [-0.16, -0.70, -0.09], [0.41, -0.13, 0.07]],
  "mulliken_charge": [-0.4582, -0.0082, 0.3498, -0.3877, 0.2648, 0.2599, 0.0474, 0.2573, -0.5012, 0.2856, -0.4718, 0.3624],
  "smiles": "O=C1NC[C@H]2O[C@@H]12",
  "orbital_gap_ev": 9.91,
  "de_lowest_kcal_mol": 130.7,
  "total_charge": 0,
  "e_tot_ha": -360.46114
}

{
  "formula": "C4H5NO2",
  "method": "ωB97M-V with the def2-TZVPD basis set",
  "symbols": ["C", "H", "H", "H", "N", "C", "H", "C", "H", "O", "O", "C"],
  "positions_angstrom": [[-0.405710, 0.501048, -0.104161], [0.832002, -1.251945, -0.449661], [0.341988, 0.055772, 2.976935], [-0.909892, -1.406391, -1.066842], [-0.288822, -1.536492, 1.566074], [0.067121, -0.582342, 2.158427], [-1.435670, 0.859097, -0.253669], [-0.184317, -0.869933, -0.458735], [1.463288, 0.923694, -1.291170], [-0.190229, 1.390607, -2.422534], [0.332337, 1.014928, 0.841500], [0.377904, 0.901958, -1.496165]],
  "atomic_forces_ev_per_a": [[-0.06, -0.16, -0.24], [-0.10, 0.11, -0.03], [-0.05, -0.16, -0.10], [0.08, 0.07, 0.11], [0.32, 0.88, 0.25], [-0.27, -0.50, -0.70], [0.12, -0.09, 0.11], [-0.17, -0.31, 0.62], [-0.06, -0.07, -0.20], [0.33, -0.35, 0.21], [-0.05, -0.23, 0.29], [-0.10, 0.80, -0.32]],
  "mulliken_charge": [0.4480, 0.3148, 0.3001, 0.3310, -0.5312, 0.2271, 0.3054, -0.6166, 0.3644, -0.4357, -0.6694, -0.0379],
  "orbital_gap_ev": 8.87,
  "de_lowest_kcal_mol": 112.8,
  "total_charge": 0,
  "e_tot_ha": -360.48969
}

{
  "formula": "C4H5NO2",
  "method": "ωB97M-V with the def2-TZVPD basis set",
  "symbols": ["C", "C", "H", "O", "H", "C", "O", "C", "H", "H", "H", "N"],
  "positions_angstrom": [[2.041692, -0.392895, -0.998547], [-0.545379, 1.515999, 0.314875], [-1.098909, 2.431196, 0.518289], [2.861813, -0.402406, -1.783126], [0.008318, -1.948112, 0.028044], [-0.975821, -1.696202, -0.407795], [-1.071881, -1.070698, -1.435913], [0.422803, 1.018293, 1.265932], [-0.517596, 1.191266, -0.725524], [-1.858167, -2.062908, 0.148109], [1.402644, 1.009245, 1.725988], [-0.669522, 0.407227, 1.349669]],
  "atomic_forces_ev_per_a": [[1.06, -0.02, -0.96], [-0.14, 0.23, -0.27], [0.09, -0.14, -0.02], [-1.01, 0.01, 0.90], [-0.08, 0.01, -0.04], [-0.02, 0.13, -0.30], [0.05, -0.30, 0.43], [-0.44, -0.30, 0.12], [0.03, 0.07, 0.18], [0.05, 0.10, -0.10], [-0.12, 0.00, -0.05], [0.53, 0.21, 0.11]],
  "mulliken_charge": [0.1957, -0.2251, 0.2301, -0.2113, 0.2150, -0.0816, -0.4088, -0.0439, 0.1573, 0.2725, 0.3286, -0.4285],
  "orbital_gap_ev": 10.88,
  "de_lowest_kcal_mol": 85.6,
  "total_charge": 0,
  "e_tot_ha": -360.53295
}

{
  "formula": "C4H5NO2",
  "method": "ωB97M-V with the def2-TZVPD basis set",
  "symbols": ["C", "H", "N", "H", "O", "C", "C", "H", "H", "H", "O", "C"],
  "positions_angstrom": [[-0.613143, -0.700982, 0.444426], [-1.615879, 1.256902, -0.037025], [1.389734, 0.191437, 0.183879], [-1.289445, -1.255232, -1.960816], [-1.349026, -0.209738, 1.522304], [0.566113, 1.310832, 0.458935], [-0.841023, 0.716221, 0.497894], [1.240082, -1.896599, 0.704380], [-1.480668, -1.245818, -2.680374], [2.350568, 0.302875, -0.112763], [0.926153, 2.457847, 0.405388], [0.722180, -0.990847, 0.418388]],
  "atomic_forces_ev_per_a": [[0.19, 0.03, -0.02], [0.10, -0.08, 0.09], [0.05, 0.02, -0.02], [-0.03, -0.01, -0.09], [0.03, -0.08, 0.14], [0.07, 0.25, -0.03], [-0.04, 0.19, -0.19], [-0.08, 0.12, -0.02], [-0.01, 0.00, -0.01], [-0.12, -0.03, 0.07], [-0.14, -0.41, 0.00], [-0.03, 0.01, 0.08]],
  "mulliken_charge": [-0.0255, 0.3836, -0.0503, -0.1954, -0.4029, 0.1548, 0.1713, 0.4074, 0.2006, 0.2134, -0.5520, -0.3053],
  "smiles": "O=C1NC=C2O[C@@H]12.[H][H]",
  "orbital_gap_ev": [8.49, 8.49],
  "de_lowest_kcal_mol": 118.5,
  "total_charge": 0,
  "e_tot_ha": -360.48062
}

{
  "formula": "C4H5NO2",
  "method": "ωB97M-V with the def2-TZVPD basis set",
  "symbols": ["H", "C", "H", "H", "O", "O", "H", "C", "C", "H", "N", "C"],
  "positions_angstrom": [[1.379792, 1.627313, 1.329947], [-1.563865, -0.465773, 0.567811], [-0.025330, -0.443781, -2.186040], [0.960183, -1.320478, -0.940812], [1.959849, -0.306698, 1.112276], [-1.117942, 0.596818, 1.148571], [-2.454300, -1.002951, 0.934274], [0.183761, -0.560797, -1.113588], [0.398758, 0.667628, -0.371989], [0.068462, 1.611799, -0.794628], [-1.128248, -1.077867, -0.469316], [1.338880, 0.674786, 0.783493]],
  "atomic_forces_ev_per_a": [[0.15, -0.03, 0.09], [0.21, -0.57, -0.85], [0.10, 0.14, 0.46], [-0.30, 0.34, 0.04], [-0.18, 0.49, -0.24], [1.20, -0.18, -1.62], [0.14, 0.57, 0.45], [-0.97, -0.25, 0.61], [-0.85, -0.07, 0.74], [0.01, -0.02, 0.27], [0.34, -0.22, -0.34], [0.14, -0.20, 0.40]],
  "mulliken_charge": [0.3432, 0.1959, 0.2768, 0.2419, -0.4604, -0.5485, 0.3833, -0.4438, 0.0909, 0.3826, -0.5021, 0.0402],
  "orbital_gap_ev": 8.10,
  "de_lowest_kcal_mol": 80.0,
  "total_charge": 0,
  "e_tot_ha": -360.54187
}

> What is the formula in the seventh record?

C4H5NO2